The following is a quantum chemistry calculation of 2 unconnected molecules or ions with the total composition CINOS, from the Open Molecules 2025 dataset.

Computed properties:
Relative energy (zero: lowest compared OMol25 entry of this formula, charge and spin), kcal/mol: 0.3
Multiplicity: 3
E, eV: -23506.8570
⟨S²⟩: 2.023
Kohn-Sham gap (alpha / beta), eV: 8.53 / 5.72

Last column: Löwdin charge in e.
Atoms and positions in Å:
C 1.2628 0.4222 0.0967  -0.528
N 1.9775 1.0535 0.7726  0.178
O 0.8008 -0.3559 -0.7263  -0.117
S -1.3843 -1.4974 -0.2490  0.023
I -2.6568 0.3776 0.1059  0.444